# 1
Formula: C5H4
Source: OMol25
Level of theory: ωB97M-V/def2-TZVPD

Computed properties:
Energy above the lowest of the compared OMol25 structures with the same formula, charge and spin: 207.7 kJ/mol
Highest occupied orbital energy: -8.870 eV
Max |F|: 0.5 eV Å⁻¹
Gap between HOMO and LUMO: 0.32657 Ha
Structure (SMILES): C=C=C=C=C

Last column: Mulliken charge in e.
Geometry (Å):
C: 0.9220 -0.8135 1.2865  -0.708
C: 0.9602 0.3838 0.7498  0.377
C: 0.6387 1.3719 -0.0212  -0.588
C: -0.3605 1.1457 -0.8188  0.589
C: -1.3092 0.4008 -1.3066  -0.745
H: 0.2675 -1.0165 2.1309  0.263
H: 1.4895 -1.6252 0.8403  0.261
H: -1.2034 -0.5728 -0.7971  0.256
H: -2.0900 0.5573 -2.0285  0.295



# 2
Formula: C13H35N13O10S
Source: OMol25
Level of theory: ωB97M-V/def2-TZVPD

Computed properties:
Highest occupied orbital energy: -9.266 eV
Max |F|: 7.2 eV Å⁻¹
Gap between HOMO and LUMO: 0.34171 Ha
Structure (SMILES): C#CCCC[C@@H]1OS(=O)(=O)O[C@@H]1N.NC(N)=O.NC(N)=O.NC(N)=O.NC(N)=O.NC(N)=O.NC(N)=O

Last column: Mulliken charge in e.
Geometry (Å):
C: -1.3587 -4.3663 0.1076  -0.457
C: -0.1431 -4.8829 0.2272  -0.195
C: 1.3790 -5.4569 0.1238  0.004
C: 1.9558 -5.0459 -1.3626  -0.530
C: 3.4325 -4.3842 -1.3063  -0.562
C: 3.4853 -2.7783 -1.3819  0.304
O: 3.7229 -2.1559 -0.0793  -0.327
S: 2.3112 -1.2507 0.2542  1.073
O: 2.7539 0.1581 0.5675  -0.630
O: 1.7585 -1.9353 1.4959  -0.611
O: 1.3003 -1.5283 -1.0726  -0.356
C: 2.3144 -1.9346 -2.0919  -0.375
N: 1.8352 -2.2949 -3.4502  -0.555
H: -2.2617 -3.7716 -0.3097  0.288
H: 2.0484 -4.9605 0.9322  -0.002
H: 1.3986 -6.6132 0.1566  0.364
H: 2.0340 -6.0289 -1.9888  0.333
H: 1.1455 -4.4131 -1.8733  0.095
H: 4.1082 -4.8805 -2.1010  0.398
H: 3.8864 -4.6817 -0.2638  0.162
H: 4.4096 -2.5267 -2.0222  0.305
H: 2.8233 -0.9030 -2.2877  0.440
H: 1.0470 -2.9638 -3.4389  0.336
H: 1.4304 -1.4288 -3.8717  0.350
N: 0.4546 1.5765 -0.4775  0.014
C: -0.4977 2.5245 -0.6106  0.646
N: -0.2110 3.7029 -0.0083  -0.446
O: -1.5383 2.3343 -1.2270  -0.789
H: 1.3166 1.7116 0.0243  0.196
H: 0.2769 0.6845 -0.9129  0.000
H: -0.8983 4.4373 -0.0851  0.207
H: 0.6377 3.8794 0.5029  0.239
N: -2.1066 2.7767 3.6881  -0.327
C: -3.4369 3.0135 3.5897  0.624
N: -3.8828 3.2156 2.3296  -0.177
O: -4.1757 3.0419 4.5643  -0.675
H: -1.4833 2.7492 2.9008  0.139
H: -1.7349 2.6205 4.6120  0.204
H: -4.8706 3.3958 2.2148  0.142
H: -3.2926 3.1958 1.5168  0.117
N: 4.2930 -5.1954 4.3784  -0.433
C: 4.5140 -4.5150 3.2300  0.714
N: 5.0276 -3.2753 3.3976  -0.361
O: 4.2686 -4.9838 2.1278  -0.653
H: 4.4876 -4.8283 5.2927  0.150
H: 3.9102 -6.1244 4.2955  0.226
H: 5.2062 -2.7357 2.5646  0.196
H: 5.2358 -2.8722 4.2936  0.159
N: -2.6714 -0.8788 -3.8758  -0.323
C: -2.7097 0.2199 -4.6682  0.537
N: -2.3240 1.3649 -4.0616  -0.256
O: -3.0646 0.1778 -5.8370  -0.682
H: -2.3832 -0.8650 -2.9134  0.175
H: -2.9517 -1.7539 -4.2903  0.192
H: -2.3382 2.2059 -4.6169  0.177
H: -2.0288 1.4182 -3.1012  0.262
N: -8.9243 4.5156 1.6644  -0.438
C: -7.8020 3.9018 2.1057  0.684
N: -8.0015 3.0011 3.0946  -0.350
O: -6.6948 4.1425 1.6468  -0.707
H: -9.8422 4.3322 2.0280  0.151
H: -8.8168 5.1946 0.9270  0.218
H: -7.1879 2.5221 3.4514  0.213
H: -8.9021 2.7893 3.4851  0.169
N: 2.4141 4.7120 -1.7794  -0.321
C: 3.5551 4.5531 -1.0711  0.663
N: 4.6566 5.0933 -1.6428  -0.411
O: 3.5876 3.9673 0.0015  -0.628
H: 2.3637 5.1891 -2.6618  0.166
H: 1.5714 4.3218 -1.3843  0.151
H: 5.5275 4.9954 -1.1443  0.234
H: 4.6501 5.5778 -2.5224  0.158



# 3
Formula: C17H20N4O2
Source: OMol25
Level of theory: ωB97M-V/def2-TZVPD

Computed properties:
Energy above the lowest of the compared OMol25 structures with the same formula, charge and spin: 492.3 kJ/mol
Highest occupied orbital energy: -8.410 eV
Max |F|: 1.5 eV Å⁻¹
Gap between HOMO and LUMO: 0.29662 Ha
Structure (SMILES): O=[N+]([O-])c1ccccc1CN1CCN(Cc2ccccn2)CC1

Last column: Mulliken charge in e.
Geometry (Å):
O: -4.9316 -2.8284 -0.4318  -0.610
N: -4.1443 -2.1346 0.1804  0.997
O: -3.2154 -2.5718 0.8325  -0.596
C: -4.3303 -0.7116 0.1247  0.088
C: -5.6061 -0.2635 -0.2166  -0.563
C: -5.8760 1.0859 -0.2741  -0.532
C: -4.8630 1.9930 0.0068  -0.667
C: -3.5957 1.5468 0.3257  -0.505
C: -3.2925 0.1891 0.3924  0.513
C: -1.8879 -0.2320 0.7287  -0.708
N: -0.9472 0.8411 0.4640  0.219
C: -0.6132 0.9820 -0.9425  -1.017
C: 0.3762 -0.0780 -1.4420  -0.637
N: 1.5802 -0.0318 -0.6335  0.183
C: 2.6096 -0.9344 -1.1171  -0.877
C: 3.9340 -0.6425 -0.4675  0.394
C: 4.3546 0.6705 -0.2698  -0.319
C: 5.5846 0.8910 0.3222  -0.464
C: 6.3555 -0.2025 0.6899  -0.433
C: 5.8472 -1.4680 0.4479  -0.181
N: 4.6686 -1.6859 -0.1106  -0.534
C: 1.2501 -0.2880 0.7584  -0.368
C: 0.2728 0.7854 1.2451  -1.284
H: -6.3695 -0.9985 -0.4224  0.470
H: -6.8660 1.4302 -0.5287  0.385
H: -5.0652 3.0530 -0.0240  0.413
H: -2.8010 2.2452 0.5345  0.410
H: -1.8551 -0.4729 1.7961  0.454
H: -1.6374 -1.1619 0.1985  0.351
H: -1.5312 0.9436 -1.5327  0.454
H: -0.1573 1.9681 -1.0701  0.347
H: 0.6408 0.1407 -2.4794  0.465
H: -0.0933 -1.0789 -1.4159  0.284
H: 2.7136 -0.7790 -2.1966  0.426
H: 2.3603 -1.9955 -0.9496  0.264
H: 3.7136 1.4833 -0.5716  0.410
H: 5.9404 1.8972 0.4935  0.401
H: 7.3218 -0.0753 1.1527  0.373
H: 6.4037 -2.3570 0.7157  0.398
H: 2.1679 -0.2444 1.3483  0.532
H: 0.8059 -1.2913 0.8903  0.190
H: 0.0210 0.6192 2.2941  0.480
H: 0.7570 1.7624 1.1538  0.394



# 4
Formula: C27H35F2N4O15
Source: OMol25
Level of theory: ωB97M-V/def2-TZVPD

Computed properties:
Net charge: +1
Highest occupied orbital energy: -12.669 eV
Max |F|: 1.9 eV Å⁻¹
Gap between HOMO and LUMO: 0.30284 Ha

Last column: Mulliken charge in e.
Geometry (Å):
C: -6.4633 -2.5845 -2.1221  -0.952
C: -6.5698 -1.9228 -3.4927  -0.586
C: -5.3126 -1.1914 -3.8975  -0.738
C: -4.1193 -2.1197 -4.1715  -0.474
C: -3.0669 -2.1580 -3.1405  -0.071
N: -2.6987 -0.9781 -2.6414  -0.763
N: -1.7054 -0.9534 -1.7753  1.035
N: -1.2430 0.3253 -1.3705  -1.057
C: -2.0400 0.9649 -0.6625  0.777
O: -2.7607 1.5433 -0.0195  -0.247
C: -1.0394 -2.0066 -1.3213  -1.233
C: -1.3899 -3.2459 -1.8098  -0.692
C: -2.3868 -3.3352 -2.7341  0.882
N: -2.7434 -4.5870 -3.3391  0.231
C: -3.9921 -5.1175 -2.8127  0.452
O: -4.2760 -5.2101 -1.6757  -0.363
F: -4.7469 -5.4935 -3.8115  -0.235
C: -1.6942 -5.5484 -3.3081  0.577
O: -0.6915 -5.4599 -3.9239  -0.417
F: -1.9866 -6.5498 -2.5142  -0.207
H: -5.4428 -2.8698 -1.9137  0.123
H: -7.0876 -3.4589 -2.0562  0.300
H: -6.7519 -1.8882 -1.3497  0.374
H: -6.8419 -2.6373 -4.2585  0.344
H: -7.3715 -1.1998 -3.4592  0.405
H: -5.5184 -0.6616 -4.8155  0.340
H: -5.0760 -0.4438 -3.1527  0.389
H: -3.6364 -1.7500 -5.0670  0.424
H: -4.4671 -3.1137 -4.3953  0.364
H: -0.2483 -1.8619 -0.5949  1.478
H: -0.8482 -4.0999 -1.4508  0.528
C: 5.3734 -1.0500 -1.3110  -1.455
C: 3.9029 -0.7698 -1.2089  0.565
C: 3.5296 0.3610 -0.2746  -0.462
O: 2.1909 -0.0263 0.1306  -0.274
C: 2.1282 -1.3579 0.0596  0.699
O: 1.2292 -2.0141 0.5237  -0.695
O: 3.1741 -1.8694 -0.5859  -0.369
H: 5.8008 -1.2325 -0.3251  0.342
H: 5.5615 -1.9358 -1.9174  0.392
H: 5.8829 -0.2023 -1.7607  0.403
H: 3.4653 -0.6160 -2.1986  0.260
H: 3.5193 1.3397 -0.7427  0.297
H: 4.1592 0.3874 0.6147  0.337
C: -2.9664 -0.1376 5.2984  -1.446
C: -3.1350 0.2297 3.8523  0.671
C: -3.7148 1.6011 3.5876  -0.232
O: -4.3440 1.4111 2.3013  -0.344
C: -4.6938 0.1133 2.2077  0.622
O: -5.3933 -0.3334 1.3493  -0.586
O: -4.1201 -0.6075 3.1898  -0.366
H: -3.9133 -0.0497 5.8318  0.362
H: -2.6315 -1.1699 5.3948  0.383
H: -2.2360 0.5168 5.7681  0.335
H: -2.1900 0.1057 3.3136  0.207
H: -2.9684 2.3878 3.5404  0.111
H: -4.4871 1.8733 4.3088  0.318
C: -1.2443 6.1151 3.7245  -1.423
C: -1.6970 5.5465 5.0430  0.488
C: -0.7969 5.8359 6.2247  -0.553
O: -1.0673 4.7155 7.0833  -0.336
C: -1.4282 3.6780 6.3060  0.581
O: -1.5293 2.5531 6.6776  -0.505
O: -1.6641 4.0985 5.0371  -0.250
H: -0.2313 5.7857 3.4912  0.350
H: -1.8949 5.7823 2.9167  0.345
H: -1.2641 7.2034 3.7588  0.392
H: -2.7245 5.8492 5.2592  0.254
H: -1.0219 6.7680 6.7341  0.310
H: 0.2600 5.8126 5.9517  0.321
C: 11.4760 1.1504 -2.2105  -1.448
C: 10.1093 0.5819 -1.9379  0.480
C: 9.0160 1.0203 -2.8897  -0.487
O: 7.8431 0.9051 -2.0603  -0.344
C: 8.2349 1.0966 -0.7751  0.635
O: 7.4782 1.2649 0.1275  -0.524
O: 9.5747 1.0633 -0.6815  -0.336
H: 11.4419 2.2397 -2.2353  0.355
H: 12.1754 0.8609 -1.4283  0.362
H: 11.8511 0.7845 -3.1655  0.380
H: 10.1515 -0.5085 -1.8773  0.264
H: 8.9235 0.3923 -3.7712  0.334
H: 9.1212 2.0635 -3.1926  0.292



# 5
Formula: C12H22ClN2
Source: OMol25
Level of theory: ωB97M-V/def2-TZVPD

Computed properties:
Net charge: +1
Highest occupied orbital energy: -11.759 eV
Max |F|: 2.0 eV Å⁻¹
Gap between HOMO and LUMO: 0.28949 Ha
Structure (SMILES): CN(C)[C@H](Cl)[C@@H]1CCCC1=[N+]1CCCC1

Last column: Mulliken charge in e.
Geometry (Å):
C: 3.0138 -0.3492 -1.6784  -1.055
N: 2.5108 0.8194 -0.9892  0.317
C: 3.2815 2.0155 -1.3106  -1.099
C: 1.0545 0.8742 -0.8951  -0.579
Cl: 0.3925 2.3913 -1.6889  -0.162
C: 0.4628 0.7867 0.5167  0.389
C: 1.5208 0.6545 1.6655  -1.010
C: 1.2668 -0.6641 2.4174  -0.781
C: -0.0108 -1.3022 1.8290  -0.621
C: -0.4731 -0.3773 0.7515  0.040
N: -1.6863 -0.4793 0.2730  0.186
C: -2.5432 -1.6398 0.5643  -0.581
C: -3.8235 -1.4234 -0.2503  -0.570
C: -3.6905 -0.0741 -0.9686  -0.623
C: -2.3707 0.5594 -0.5124  -0.274
H: 4.1096 -0.3168 -1.7212  0.336
H: 2.7047 -1.2621 -1.1538  0.286
H: 2.6247 -0.3911 -2.7127  0.345
H: 4.3354 1.7216 -1.3570  0.382
H: 2.9930 2.4431 -2.2803  0.375
H: 3.1653 2.7760 -0.5324  0.292
H: 0.6718 0.0598 -1.5356  0.566
H: -0.0947 1.7223 0.6926  0.669
H: 1.3612 1.4892 2.3614  0.345
H: 2.5403 0.7329 1.2716  0.314
H: 2.1221 -1.3444 2.3428  0.297
H: 1.1213 -0.4571 3.4840  0.289
H: 0.1860 -2.3159 1.4343  0.368
H: -0.7742 -1.4238 2.6218  0.308
H: -2.0385 -2.5796 0.2925  0.356
H: -2.7703 -1.6927 1.6415  0.275
H: -3.9451 -2.2439 -0.9621  0.284
H: -4.6861 -1.4293 0.4212  0.296
H: -3.6748 -0.2155 -2.0533  0.316
H: -4.5275 0.5868 -0.7286  0.317
H: -2.5665 1.4505 0.1098  0.291
H: -1.7631 0.8984 -1.3603  0.113



Which of these has the lowest gap between HOMO and LUMO? C12H22ClN2



The highest max |F| belongs to which entry? C13H35N13O10S



What did the fifth record say?
Formula: C12H22ClN2
Source: OMol25
Level of theory: ωB97M-V/def2-TZVPD

Computed properties:
Net charge: +1
Highest occupied orbital energy: -11.759 eV
Max |F|: 2.0 eV Å⁻¹
Gap between HOMO and LUMO: 0.28949 Ha
Structure (SMILES): CN(C)[C@H](Cl)[C@@H]1CCCC1=[N+]1CCCC1

Last column: Mulliken charge in e.
Geometry (Å):
C: 3.0138 -0.3492 -1.6784  -1.055
N: 2.5108 0.8194 -0.9892  0.317
C: 3.2815 2.0155 -1.3106  -1.099
C: 1.0545 0.8742 -0.8951  -0.579
Cl: 0.3925 2.3913 -1.6889  -0.162
C: 0.4628 0.7867 0.5167  0.389
C: 1.5208 0.6545 1.6655  -1.010
C: 1.2668 -0.6641 2.4174  -0.781
C: -0.0108 -1.3022 1.8290  -0.621
C: -0.4731 -0.3773 0.7515  0.040
N: -1.6863 -0.4793 0.2730  0.186
C: -2.5432 -1.6398 0.5643  -0.581
C: -3.8235 -1.4234 -0.2503  -0.570
C: -3.6905 -0.0741 -0.9686  -0.623
C: -2.3707 0.5594 -0.5124  -0.274
H: 4.1096 -0.3168 -1.7212  0.336
H: 2.7047 -1.2621 -1.1538  0.286
H: 2.6247 -0.3911 -2.7127  0.345
H: 4.3354 1.7216 -1.3570  0.382
H: 2.9930 2.4431 -2.2803  0.375
H: 3.1653 2.7760 -0.5324  0.292
H: 0.6718 0.0598 -1.5356  0.566
H: -0.0947 1.7223 0.6926  0.669
H: 1.3612 1.4892 2.3614  0.345
H: 2.5403 0.7329 1.2716  0.314
H: 2.1221 -1.3444 2.3428  0.297
H: 1.1213 -0.4571 3.4840  0.289
H: 0.1860 -2.3159 1.4343  0.368
H: -0.7742 -1.4238 2.6218  0.308
H: -2.0385 -2.5796 0.2925  0.356
H: -2.7703 -1.6927 1.6415  0.275
H: -3.9451 -2.2439 -0.9621  0.284
H: -4.6861 -1.4293 0.4212  0.296
H: -3.6748 -0.2155 -2.0533  0.316
H: -4.5275 0.5868 -0.7286  0.317
H: -2.5665 1.4505 0.1098  0.291
H: -1.7631 0.8984 -1.3603  0.113